[1]
C3H5IN2O5 in the gas phase at a distorted geometry. Source: the OMol25 dataset; level of theory: wB97M-V/def2-TZVPD.

Properties
**SMILES string**: O=[N+]([O-])C(CO)(CI)[N+](=O)[O-]
**2S+1**: 1
**Relative energy (zero: lowest compared OMol25 entry of this formula, charge and spin)**: 0.00 kcal per mole

```
16
Properties=species:S:1:pos:R:3:forces:R:3:lowdin_charge:R:1
O 2.9750 0.3261 0.7259 1.26 -2.21 1.41 0.1557
N 2.2856 1.0573 0.1239 -0.40 2.77 -1.67 -0.3562
O 2.6437 2.1260 -0.3458 -0.07 0.09 -0.25 0.1050
C 0.8534 0.7810 -0.0513 -2.19 0.40 0.28 -0.3802
C 0.4897 -0.5086 0.5922 -0.27 -1.96 2.15 -0.2486
O -0.9414 -0.6378 0.5764 -1.00 -3.08 -0.16 -0.1102
C 0.2112 1.0582 -1.3970 1.37 -2.31 -0.26 -0.4349
I 0.7369 -0.5669 -2.8482 -0.22 0.27 0.62 0.7673
N 0.1285 1.8827 0.9403 1.17 -1.33 -2.92 -0.3160
O 0.3223 1.6755 2.0850 -0.35 0.98 1.76 0.1349
O -0.4934 2.7121 0.3376 -0.36 0.64 1.06 0.1245
H 0.9896 -1.3904 0.0407 -0.48 1.42 1.26 0.1259
H 0.6923 -0.3407 1.7368 0.67 -1.02 -2.32 0.1579
H -1.2385 -1.6414 0.7696 1.36 3.60 -0.68 0.1841
H 0.7008 1.7990 -1.9870 -0.54 1.19 0.30 0.0252
H -0.8541 0.9478 -1.2304 0.05 0.55 -0.59 0.0656
```
Positions in Å, forces in eV/Å.

***

[2]
C4H6O in the gas phase at a distorted geometry. Source: the OMol25 dataset; level of theory: wB97M-V/def2-TZVPD.

Properties
**2S+1**: 1
**Relative energy (zero: lowest compared OMol25 entry of this formula, charge and spin)**: 88.32 kcal per mole

```
11
Properties=species:S:1:pos:R:3:forces:R:3:lowdin_charge:R:1
C -0.7639 0.6930 -0.0531 -1.78 -2.34 0.87 0.1031
C 0.5139 0.5786 -0.1176 0.00 -0.94 -0.40 -0.1245
C -2.1868 0.4103 0.0139 -1.53 0.39 -1.78 -0.3510
C 1.2819 -0.7027 -0.1617 1.51 0.77 -0.01 -0.0692
O -1.8081 -0.8646 0.4397 1.09 2.64 -1.43 -0.1012
H 1.0882 1.4125 -0.3733 0.55 1.65 -0.21 0.0955
H -2.8222 1.0047 0.6252 0.01 0.51 1.70 0.0830
H -2.8281 0.6338 -0.9609 1.75 -1.28 0.85 0.1449
H 2.1214 -0.6560 -0.8823 0.13 0.59 0.91 0.0916
H 0.7313 -1.4146 -0.6447 -2.04 -2.02 -0.71 0.0406
H 1.5641 -1.0805 0.8096 0.31 0.05 0.20 0.0871
```
Positions in Å, forces in eV/Å.

***

[3]
C20H26N2O5S in the gas phase at a distorted geometry. Source: the OMol25 dataset; level of theory: wB97M-V/def2-TZVPD.

Properties
**2S+1**: 1
**Relative energy (zero: lowest compared OMol25 entry of this formula, charge and spin)**: 50.93 kcal per mole

```
54
Properties=species:S:1:pos:R:3:forces:R:3:lowdin_charge:R:1
C -5.9814 -0.2358 0.5607 -0.40 0.08 0.34 -0.0737
H -6.9948 -0.1036 0.1810 0.06 -0.01 0.04 0.0930
O -5.1786 -0.3932 -0.5880 0.38 -0.01 -0.17 -0.0663
C -3.8527 -0.6837 -0.4953 0.06 -0.04 -0.15 -0.1899
C -3.2437 -0.9301 -1.7257 -0.18 0.08 0.22 0.0043
C -1.9016 -1.2224 -1.8347 0.18 -0.03 0.22 -0.0236
C -1.1329 -1.2970 -0.6785 -0.62 0.10 -0.27 -0.1559
C -1.7272 -1.0684 0.5623 0.04 -0.06 -0.14 0.0387
C -3.0670 -0.7398 0.6768 -0.08 0.00 0.03 -0.1768
O -3.6507 -0.4475 1.8785 -0.14 -0.03 -0.47 -0.1100
C -2.8343 -0.4427 3.0310 0.16 0.05 0.22 -0.0611
H -1.9742 0.2220 2.9188 -0.02 -0.03 -0.01 0.0800
H -3.4768 -0.0846 3.8343 0.08 -0.05 -0.01 0.0956
H -2.4819 -1.4506 3.2696 0.01 0.02 -0.01 0.1021
H -1.0873 -1.1103 1.4263 0.02 0.06 0.16 0.0969
C 0.2916 -1.5166 -0.7120 0.81 -0.14 0.81 -0.2853
N 1.0666 -1.6678 0.3226 -0.80 -0.13 -0.09 0.2034
C 2.3373 -1.7249 -0.1747 0.03 -0.02 -1.14 -0.3015
C 2.2847 -1.5961 -1.5365 0.63 -0.18 0.93 -0.2402
O 0.9779 -1.4793 -1.8787 -0.30 0.03 -0.16 0.1133
C 3.3334 -1.5610 -2.5848 -0.17 0.05 0.04 0.0075
H 4.0174 -0.7356 -2.3936 0.02 0.04 -0.05 0.0776
H 3.9046 -2.4891 -2.5897 0.02 -0.04 -0.08 0.0875
H 2.8679 -1.4234 -3.5565 0.06 -0.02 -0.11 0.0881
C 3.5113 -1.8032 0.7051 0.16 0.62 -0.03 -0.2295
H 3.2758 -2.2786 1.6524 0.04 -0.12 0.08 0.0957
H 4.3471 -2.3022 0.2173 0.11 0.04 0.10 0.0917
S 4.1357 -0.0835 1.1033 -0.56 -0.83 1.06 0.9584
O 4.0054 0.6870 -0.1464 0.30 0.59 -0.98 -0.5385
C 2.7602 0.4620 2.2160 0.34 -0.21 -0.16 -0.2133
C 1.3968 0.8201 1.6277 0.45 0.11 -0.14 -0.5443
O 0.3830 0.6062 2.2621 -0.30 0.02 0.37 0.0441
N 1.4456 1.4671 0.4576 -0.01 0.03 -0.29 0.1163
C 0.2620 1.9517 -0.2123 -0.14 0.15 0.08 -0.2955
H -0.5801 1.3456 0.1369 0.08 0.09 -0.10 0.1393
C 0.3637 1.8840 -1.7339 -0.22 -0.08 0.08 -0.1325
C -0.7441 2.8306 -2.1791 0.14 0.03 -0.06 -0.1828
H -1.7086 2.3341 -2.0608 -0.05 -0.04 -0.04 0.1089
C -0.6329 4.0142 -1.2100 -0.14 0.09 0.00 -0.1813
H 0.0146 4.7832 -1.6322 -0.03 0.05 -0.01 0.1036
H -1.6060 4.4663 -1.0237 0.01 0.10 -0.04 0.1019
C -0.0121 3.4427 0.0760 -0.10 -0.05 0.02 -0.1199
H -0.6684 3.5549 0.9368 0.03 0.03 0.09 0.1100
H 0.9298 3.9419 0.3075 0.01 -0.02 0.05 0.1117
H -0.6412 3.1370 -3.2189 -0.08 -0.03 -0.06 0.1069
H 1.3394 2.2606 -2.0493 0.11 0.02 -0.06 0.1278
H 0.2319 0.8776 -2.1230 0.10 -0.05 -0.02 0.0960
H 2.3346 1.5310 -0.0309 -0.02 -0.13 0.16 0.1023
H 3.1501 1.3615 2.6992 0.04 -0.06 0.00 0.0949
H 2.6318 -0.3091 2.9724 -0.02 -0.01 0.03 0.0958
H -1.4538 -1.3925 -2.8011 0.03 0.00 -0.11 0.1176
H -3.8695 -0.8708 -2.6021 -0.09 0.00 -0.09 0.1209
H -5.6915 0.6425 1.1404 -0.05 -0.09 -0.05 0.0935
H -5.9451 -1.1184 1.2022 -0.02 0.07 -0.04 0.0965
```
Positions in Å, forces in eV/Å.

***

[4]
A molecular structure, C31H43BGaN4O13P2. Source: the OMol25 dataset; level of theory: wB97M-V/def2-TZVPD.

Properties
**Total charge**: -1
**2S+1**: 1
**Relative energy (zero: lowest compared OMol25 entry of this formula, charge and spin)**: 6.08 kcal per mole

```
95
Properties=species:S:1:pos:R:3:forces:R:3:lowdin_charge:R:1
Ga 1.3676 -0.2264 0.4240 0.38 0.74 0.12 0.6639
O 4.1363 -2.2138 2.4608 0.06 0.00 -0.24 -0.1466
P 3.1855 -1.0262 2.9654 0.18 0.11 0.21 0.2323
O 3.0614 -1.0439 4.4278 -0.04 0.05 -0.03 -0.2715
O 1.9170 -1.0549 2.1340 -0.32 -0.33 -0.30 -0.2579
O 4.0092 0.3064 2.4817 0.01 -0.05 0.03 -0.2215
P 4.4501 0.5967 0.9670 0.11 -0.08 -0.10 0.2898
O 5.9381 1.1533 1.1177 0.21 0.06 0.10 -0.0904
O 3.6521 1.7896 0.4579 -0.06 0.13 -0.04 -0.0829
O 4.4643 -0.6649 0.1848 -0.05 -0.07 0.19 -0.2615
H 4.3680 -2.0171 1.5247 0.02 0.00 0.08 0.0467
H 5.9319 2.0603 1.4466 -0.04 -0.05 -0.05 0.0810
C -2.8973 2.4600 -3.7010 -0.02 0.06 -0.07 -0.0566
O -2.9445 1.7580 -2.4716 0.01 -0.09 0.08 -0.1095
C -3.9076 0.8169 -2.2899 -0.04 0.09 0.12 -0.2232
C -4.9834 0.6455 -3.1500 0.02 0.06 -0.05 -0.0234
C -5.9791 -0.2754 -2.8584 -0.03 -0.04 0.02 -0.0915
C -5.9087 -1.0330 -1.7028 -0.01 0.02 -0.05 -0.0951
C -4.8185 -0.8842 -0.8609 0.10 0.01 -0.04 -0.0141
C -3.8001 0.0202 -1.1387 -0.16 -0.19 -0.05 -0.1543
N -2.7514 0.1476 -0.2039 0.08 0.23 0.02 0.1694
C -1.4132 -0.1225 -0.4193 0.11 -0.44 -0.12 -0.3225
N -0.9716 -0.0105 -1.6816 -0.02 0.26 0.18 0.1895
C 0.2373 -0.4938 -2.2429 -0.06 -0.14 -0.12 -0.1576
C 1.3535 -0.8431 -1.4968 0.29 -0.11 0.00 -0.0985
C 2.4542 -1.3194 -2.2175 0.04 -0.05 0.08 -0.0901
C 2.4461 -1.4332 -3.5984 -0.02 0.01 -0.07 -0.0912
C 1.3200 -1.0587 -4.3242 -0.05 0.03 0.01 -0.0331
C 0.2181 -0.5926 -3.6380 -0.06 -0.03 0.02 -0.2380
O -0.9357 -0.1985 -4.3285 0.20 0.03 0.05 -0.1367
C -1.8341 -1.2788 -4.5189 -0.04 -0.05 0.02 -0.0824
N -0.6457 -0.5067 0.5630 -0.41 0.21 0.11 0.1155
C -1.2333 -1.0319 1.7393 0.06 -0.09 0.00 -0.2043
C -1.9545 -2.2145 1.6962 -0.05 -0.07 -0.08 -0.0431
C -2.4261 -2.8116 2.8557 -0.01 0.01 0.07 -0.1040
C -2.1337 -2.2288 4.0786 -0.02 -0.04 0.02 -0.0965
C -1.4024 -1.0523 4.1442 0.04 0.15 -0.02 -0.0027
C -0.9685 -0.4291 2.9756 0.03 -0.07 0.02 -0.2329
O -0.2972 0.7289 2.9181 -0.14 0.03 -0.08 -0.0812
C 0.3600 1.1864 4.0918 0.08 0.01 0.15 -0.0461
H -1.9749 3.0350 -3.6710 -0.04 0.01 -0.02 0.1010
H -3.7531 3.1342 -3.7952 0.02 -0.01 -0.02 0.0966
H -2.8626 1.7678 -4.5454 0.02 0.03 0.01 0.0899
H -5.0592 1.2552 -4.0387 -0.01 -0.01 -0.01 0.1042
H -6.8135 -0.3864 -3.5371 -0.03 -0.01 -0.02 0.0998
H -6.6830 -1.7468 -1.4596 -0.03 -0.02 -0.01 0.0988
H -4.7315 -1.4887 0.0339 0.01 -0.01 0.03 0.1144
H -3.0272 -0.0558 0.7455 0.04 0.05 0.03 0.1380
H -1.5413 0.5314 -2.3123 0.04 0.03 0.04 0.1085
H 3.3621 -1.5658 -1.6769 -0.07 0.03 -0.01 0.0822
H 3.3294 -1.7863 -4.1169 0.01 0.00 -0.03 0.0932
H 1.2886 -1.1076 -5.4058 0.00 -0.01 -0.01 0.1094
H -2.6913 -0.8931 -5.0720 0.00 -0.03 0.01 0.0820
H -2.1739 -1.6794 -3.5571 -0.01 -0.02 -0.03 0.0914
H -1.3570 -2.0800 -5.0911 -0.03 0.00 0.01 0.0893
H -2.0993 -2.6886 0.7325 0.02 -0.01 -0.03 0.1201
H -2.9795 -3.7397 2.8029 -0.01 -0.02 0.01 0.0912
H -2.4635 -2.6959 4.9977 -0.01 -0.02 0.02 0.0959
H -1.1610 -0.6151 5.1018 0.01 0.00 0.02 0.1059
H 0.9640 2.0241 3.7555 -0.01 -0.06 0.07 0.0798
H 1.0107 0.4042 4.4925 -0.04 0.02 0.02 0.0862
H -0.3708 1.5090 4.8433 0.03 -0.01 -0.01 0.0917
C 0.4795 4.5063 2.3994 0.03 0.01 -0.03 -0.0158
C 1.4369 3.8980 1.3831 -0.03 0.00 0.01 -0.5055
C 2.7299 4.7140 1.3398 -0.01 0.02 0.00 -0.0143
O 1.7278 2.5672 1.7739 0.03 0.00 -0.09 -0.0003
B 2.0682 1.8036 0.5713 -0.09 0.03 -0.03 -0.8066
O 1.6131 2.6321 -0.5516 -0.08 0.00 0.00 0.0304
C 0.8306 3.6912 -0.0318 0.06 0.02 -0.06 -0.5086
C 0.9493 4.8955 -0.9582 -0.01 -0.02 0.08 -0.0131
C -0.6275 3.2371 0.0488 -0.03 0.03 0.03 -0.0055
H 0.9931 4.6413 3.3528 0.03 0.00 0.03 0.0852
H -0.3731 3.8513 2.5632 -0.05 -0.04 0.01 0.0767
H 0.1152 5.4830 2.0709 0.01 0.03 -0.03 0.0838
H 3.2169 4.6363 2.3124 0.02 -0.01 0.04 0.0893
H 2.5424 5.7694 1.1289 -0.03 0.04 0.00 0.0791
H 3.4038 4.3134 0.5864 0.04 -0.03 -0.05 0.0839
H 1.9917 5.0911 -1.2004 0.04 0.01 0.02 0.0822
H 0.5162 5.7903 -0.5035 -0.03 0.02 0.02 0.0823
H 0.4181 4.6989 -1.8906 -0.02 -0.04 -0.05 0.0768
H -0.7291 2.4222 0.7678 0.01 -0.04 0.00 0.0816
H -0.9321 2.8799 -0.9343 -0.02 -0.06 -0.07 0.0746
H -1.3025 4.0458 0.3410 0.01 0.04 0.01 0.0872
C 0.9272 -5.5238 -0.4966 0.03 0.01 -0.11 -0.0494
N 1.6065 -5.0879 0.7029 -0.03 0.03 0.15 -0.1853
C 2.5275 -5.9565 1.4065 0.06 -0.04 -0.03 -0.0573
C 1.5171 -3.7821 1.0466 -0.04 0.22 0.08 -0.2916
O 0.8586 -2.9678 0.4269 -0.18 -0.40 -0.16 0.0091
H 1.0212 -6.6046 -0.5852 -0.02 0.00 -0.01 0.0766
H 1.3453 -5.0479 -1.3874 -0.01 -0.02 -0.01 0.0925
H -0.1281 -5.2542 -0.4447 0.00 0.00 -0.02 0.0851
H 2.2684 -6.9953 1.2033 -0.02 0.02 0.04 0.0764
H 2.4518 -5.7920 2.4808 0.05 0.03 0.00 0.0894
H 3.5659 -5.7943 1.1038 0.00 -0.04 -0.01 0.0888
H 2.0943 -3.4973 1.9356 0.00 -0.10 0.01 0.1259
```
Positions in Å, forces in eV/Å.

***

[5]
3 unconnected molecules or ions with the total composition C14H29ClNO5 at a distorted geometry. Source: the OMol25 dataset; level of theory: wB97M-V/def2-TZVPD.

Properties
**Total charge**: +1
**2S+1**: 1

```
50
Properties=species:S:1:pos:R:3:forces:R:3:lowdin_charge:R:1
C 1.9205 0.5147 -3.3205 -0.25 -0.27 -0.07 -0.1172
C 3.4797 -0.0446 -3.5514 -0.73 -0.24 0.29 -0.1944
C 3.7779 -1.0171 -2.2355 -0.71 3.70 0.39 -0.6177
Cl 5.5523 -1.0389 -1.7015 -1.94 -0.44 -0.68 0.6075
N 3.1583 -2.3788 -2.4598 0.42 -0.51 1.30 -0.0068
C 4.0660 -3.3961 -3.1177 -0.35 -2.84 -3.91 -0.0912
C 3.1557 -4.1182 -4.4707 -2.80 -2.24 1.57 -0.1492
C 1.6968 -4.9254 -3.9865 3.98 -0.35 -2.00 -0.0132
O 3.0751 -5.6793 -4.4729 -2.24 5.42 0.84 -0.1796
H 1.2567 0.4021 -4.2969 1.60 0.53 1.99 0.0954
H 1.3471 -0.1199 -2.4881 1.31 1.47 -1.62 0.0615
H 1.9863 1.6452 -2.9525 -0.36 -2.62 -0.87 0.1082
H 4.1838 0.9047 -3.5914 -1.23 -2.42 0.18 0.1311
H 3.5722 -0.6877 -4.5505 -0.06 1.47 2.14 0.1222
H 3.1678 -0.5128 -1.3423 1.48 -1.31 -1.85 0.1416
H 2.8767 -2.7429 -1.5016 0.34 0.43 -1.37 0.2017
H 2.2607 -2.2643 -2.9900 0.87 -0.05 0.32 0.1688
H 4.3368 -4.2948 -2.4189 -0.43 2.09 -1.27 0.1601
H 4.9626 -2.9467 -3.7206 -1.65 -0.48 1.94 0.1325
H 3.1404 -3.4926 -5.5580 0.25 -2.08 3.17 0.1780
H 1.5141 -5.1389 -2.8473 0.28 0.52 -2.53 0.1149
H 0.8547 -5.0531 -4.8216 2.03 0.34 2.25 0.1294
O 0.4921 -0.7275 -0.0267 -0.63 1.24 -0.63 0.0391
C -0.4516 0.0477 -0.1533 0.31 -0.45 0.46 -0.5099
O -0.2430 1.3289 -0.5228 0.73 -0.67 -0.26 -0.0187
C -1.2819 2.2617 -0.8723 -0.41 0.32 0.18 -0.2231
C -1.8581 2.9208 0.3662 0.02 -0.12 0.24 -0.0594
C -1.8480 -0.3898 0.1899 -0.27 -0.29 -0.56 0.0217
H -2.0472 1.7833 -1.4911 0.09 -0.07 0.17 0.1182
H -0.8136 3.0277 -1.4992 0.19 -0.33 0.11 0.1236
H -2.3220 2.1905 1.0332 -0.08 0.06 -0.09 0.0659
H -2.6093 3.6660 0.0923 0.09 -0.08 -0.01 0.0894
H -1.0657 3.4129 0.9401 -0.08 0.00 -0.19 0.0879
H -1.9923 -0.3117 1.2689 -0.05 0.00 -0.05 0.1033
H -1.9694 -1.4332 -0.1178 0.16 0.14 0.30 0.0971
H -2.6252 0.1711 -0.3259 0.04 0.14 0.22 0.0773
O -4.2900 -0.0225 3.6743 0.80 1.86 0.87 0.0731
C -3.9651 0.8892 4.4299 -0.37 -1.45 -0.65 -0.5071
O -3.3483 1.9903 3.9518 -0.23 -0.09 -0.63 -0.0217
C -3.0904 3.1831 4.7151 0.18 0.04 0.28 -0.2271
C -1.8058 3.0509 5.5105 0.11 -0.18 0.05 -0.0659
C -4.1647 0.7564 5.9136 -0.64 0.23 0.27 0.0079
H -3.9500 3.4422 5.3408 0.10 -0.16 -0.04 0.1175
H -2.9799 3.9973 3.9912 -0.13 -0.34 -0.08 0.1217
H -1.8626 2.2362 6.2362 -0.06 0.13 0.01 0.0690
H -1.5873 3.9779 6.0468 -0.03 -0.08 -0.07 0.0853
H -0.9669 2.8220 4.8449 -0.14 0.13 0.04 0.0828
H -3.3400 0.1790 6.3353 -0.07 0.04 -0.03 0.1001
H -5.1062 0.2267 6.0904 0.33 -0.11 -0.12 0.0980
H -4.2499 1.7085 6.4341 0.22 -0.02 0.01 0.0707
```
Positions in Å, forces in eV/Å.

***

[6]
A molecular structure, C9H8MgO6 at a distorted geometry. Source: the OMol25 dataset; level of theory: wB97M-V/def2-TZVPD.

Properties
**Total charge**: +2
**2S+1**: 1

```
24
Properties=species:S:1:pos:R:3:forces:R:3:lowdin_charge:R:1
O -1.3465 -4.3704 -1.5428 -0.93 2.07 0.37 0.0647
C -1.7857 -3.3377 -1.3548 0.94 -1.96 -0.35 0.0102
Mg -1.4268 0.7670 -0.2585 0.38 -1.78 -0.26 0.5553
O -4.7337 -0.2299 -1.4260 4.02 0.29 1.21 0.1841
C -3.6440 -0.1016 -1.0870 -4.08 -0.12 -1.22 0.0285
C -2.2051 2.8362 0.0704 -0.29 6.25 1.69 0.1359
O -2.3126 3.9573 0.3563 0.33 -5.83 -1.56 0.2147
C -1.1186 0.5286 -2.6281 0.83 1.25 -4.91 0.0884
O -0.9663 0.7094 -3.7592 -0.68 -1.02 4.91 0.1900
C -2.3330 -0.5616 1.5763 -1.86 -1.54 4.60 0.0885
O -2.7751 -0.9949 2.5542 2.00 1.77 -4.48 0.1842
C 2.7223 -0.6519 0.5081 -0.54 -0.18 0.64 -0.1196
C 2.5426 0.7815 1.0674 0.00 0.45 -0.58 -0.1192
C 1.0293 1.0456 1.0869 0.25 -0.56 0.51 -0.1515
O 0.4350 0.0478 0.1632 -0.47 0.50 -0.14 -0.3340
C 1.4596 -0.9475 -0.3139 0.34 0.32 -0.32 -0.0938
H 3.6302 -0.7239 -0.1002 -0.27 -0.07 0.17 0.1350
H 2.7772 -1.3806 1.3405 0.13 0.42 -0.47 0.1342
H 3.0013 1.5295 0.3906 -0.04 -0.47 0.47 0.1341
H 2.9716 0.8814 2.0704 -0.06 0.06 -0.33 0.1347
H 0.5869 0.8473 2.0869 0.21 0.26 -0.54 0.1395
H 0.7940 2.0764 0.7315 0.02 -0.62 0.16 0.1292
H 1.6195 -0.7344 -1.3903 -0.24 -0.26 0.59 0.1331
H 1.0777 -1.9734 -0.1419 0.00 0.77 -0.19 0.1338
```
Positions in Å, forces in eV/Å.

***

| no. | lowest unoccupied orbital energy (eV) | orbital gap (eV) | total energy (eV) |
| --- | --- | --- | --- |
| 1 | -0.65 | 9.4 | -24503.110 |
| 2 | 0.10 | 9.6 | -6288.088 |
| 3 | 0.58 | 8.2 | -45214.452 |
| 4 | 2.17 | 6.0 | -137066.759 |
| 5 | -2.84 | 9.1 | -39225.897 |
| 6 | -8.74 | 9.7 | -27175.188 |